{
  "formula": "C29H16Cl2N3OPtS2",
  "method": "ωB97M-V/def2-TZVPD",
  "homo_energy_ev": [-10.3, -10.5],
  "total_charge": 1,
  "lumo_ev": [-3.6470, -4.0968],
  "multiplicity": 3,
  "relative_energy_kcal_mol": 14.3,
  "elements": ["Pt", "S", "C", "C", "C", "C", "C", "C", "N", "C", "C", "C", "C", "C", "C", "C", "C", "N", "C", "C", "C", "C", "C", "S", "C", "H", "H", "H", "H", "H", "H", "H", "H", "H", "H", "H", "H", "Cl", "C", "C", "C", "Cl", "C", "C", "C", "C", "N", "C", "C", "O", "H", "H", "H", "H"],
  "xyz": [[-0.544, 1.039, -0.026], [-3.962, -5.053, -1.937], [-5.596, -5.020, -1.455], [-5.905, -3.880, -0.780], [-4.790, -3.013, -0.658], [-3.655, -3.506, -1.240], [-2.331, -2.884, -1.313], [-2.112, -1.628, -0.715], [-0.951, -1.008, -0.745], [0.095, -1.584, -1.373], [-0.008, -2.825, -1.995], [1.154, -3.376, -2.645], [2.325, -2.706, -2.654], [2.449, -1.421, -2.015], [3.637, -0.677, -1.992], [3.689, 0.552, -1.362], [2.502, 1.008, -0.756], [1.376, 0.324, -0.770], [1.333, -0.875, -1.385], [4.910, 1.362, -1.314], [6.135, 1.069, -1.846], [7.100, 2.081, -1.618], [6.592, 3.130, -0.916], [4.951, 2.895, -0.524], [-1.253, -3.468, -1.952], [-6.242, -5.848, -1.696], [-6.888, -3.664, -0.388], [-4.843, -2.055, -0.158], [-2.912, -1.115, -0.197], [1.063, -4.341, -3.127], [3.197, -3.122, -3.144], [4.514, -1.083, -2.479], [2.475, 1.963, -0.246], [6.354, 0.160, -2.390], [8.122, 2.032, -1.963], [7.095, 4.032, -0.604], [-1.359, -4.434, -2.433], [-3.147, 5.305, 0.228], [-2.584, 4.354, 1.545], [-2.841, 4.775, 2.864], [-2.410, 4.050, 3.935], [-2.744, 4.600, 5.540], [-1.688, 2.847, 3.737], [-1.188, 2.014, 4.757], [-0.500, 0.873, 4.434], [-0.300, 0.552, 3.086], [-0.756, 1.315, 2.115], [-1.446, 2.452, 2.408], [-1.888, 3.195, 1.287], [-1.614, 2.750, 0.071], [-3.391, 5.693, 3.021], [-1.354, 2.284, 5.791], [-0.108, 0.219, 5.200], [0.241, -0.339, 2.795]],
  "lowdin_charge": [1.2832, 1.0735, -0.3920, -0.1632, -0.1122, -0.4873, -0.1743, -0.0328, -0.0278, -0.1630, -0.1173, 0.0069, 0.0059, -0.1166, 0.0773, -0.1729, -0.0628, -0.0407, -0.1622, -0.4854, -0.1094, -0.1628, -0.3919, 1.0708, 0.0513, 0.0759, 0.1113, 0.1098, 0.1222, 0.1262, 0.1255, 0.1296, 0.1009, 0.1124, 0.1115, 0.0758, 0.1123, 0.7513, -0.5798, -0.1018, -0.6012, 0.7298, -0.1627, 0.0089, -0.0275, -0.1024, -0.0462, -0.1609, -0.3977, -0.2690, 0.1148, 0.1040, 0.1151, 0.1178]
}